[1]
Entry from the OMol25 dataset: a molecular structure, C16H11N3O4PdS4 (ωB97M-V/def2-TZVPD).

Structure (ORCA input):
```
! RIJCOSX wB97M-V def2-TZVPD def2/J DEFGRID3
* xyz -2 1
Pd -0.144 0.638 -0.117
S 1.648 1.281 1.104
C 1.857 2.948 0.635
C 3.038 3.605 1.105
N 3.995 4.112 1.501
C 0.929 3.613 -0.092
S -0.531 2.842 -0.652
C 1.089 5.001 -0.399
N 1.207 6.123 -0.639
O -1.779 0.175 -1.281
N -1.778 -1.009 -1.891
C -2.991 -1.584 -2.004
C -3.175 -2.782 -2.633
C -2.044 -3.429 -3.143
C -0.817 -2.844 -2.998
C -0.635 -1.595 -2.355
S 0.888 -0.869 -2.163
H -3.777 -1.007 -1.542
H -4.165 -3.208 -2.694
H -2.133 -4.392 -3.632
H 0.082 -3.324 -3.358
C -5.108 3.111 2.164
C -4.219 1.895 2.162
C -4.665 0.686 1.631
C -3.826 -0.414 1.569
C -2.523 -0.325 2.039
C -2.073 0.864 2.588
C -2.919 1.965 2.645
S -1.452 -1.758 1.966
O -1.520 -2.192 0.575
O -2.045 -2.704 2.903
O -0.140 -1.258 2.355
H -6.159 2.834 2.272
H -5.005 3.667 1.229
H -4.848 3.789 2.978
H -5.679 0.614 1.249
H -4.164 -1.350 1.141
H -1.051 0.922 2.939
H -2.547 2.904 3.040
*
```

Output
**LUMO (alpha / beta)**: 4.6642 / 4.6642 eV
**Largest force on an atom**: 0.654 eV/A
**E**: -2802.24658 Eh
**Gap between HOMO and LUMO (alpha / beta)**: 0.22775 / 0.22777 hartree
**HOMO (alpha / beta)**: -0.05634 / -0.05636 hartree

---

[2]
Entry from the OMol25 dataset: a single C16H11N3OS3 molecule in a non-equilibrium geometry (ωB97M-V/def2-TZVPD).

Structure (ORCA input):
```
! RIJCOSX wB97M-V def2-TZVPD def2/J DEFGRID3
* xyz 0 1
C 2.509 -1.889 -1.169
C 2.635 -0.596 -1.650
C 1.517 0.198 -1.811
C 0.254 -0.297 -1.488
C 0.133 -1.603 -1.007
C 1.256 -2.391 -0.852
H 1.155 -3.398 -0.477
H -0.848 -1.975 -0.755
C -0.921 0.538 -1.570
N -2.070 0.210 -1.083
C -2.980 1.211 -1.154
C -2.523 2.347 -1.756
S -0.892 2.160 -2.246
H -3.043 3.268 -1.920
C -4.287 1.051 -0.471
H -4.806 2.004 -0.387
H -4.921 0.314 -0.965
S -4.053 0.354 1.233
C -2.398 0.790 1.482
N -1.844 1.942 1.258
N -0.525 1.777 1.427
C -0.333 0.533 1.769
C 0.922 -0.101 1.989
C 2.164 0.446 1.790
C 3.197 -0.469 2.047
C 2.733 -1.689 2.434
S 1.021 -1.753 2.493
H 3.299 -2.561 2.694
H 4.241 -0.234 1.949
H 2.299 1.462 1.470
O -1.500 -0.149 1.839
H 1.612 1.210 -2.177
H 3.610 -0.204 -1.897
H 3.386 -2.505 -1.039
*
```

Output
**LUMO**: 0.2024 eV
**Largest force on an atom**: 1.632 eV/A
**E**: -2050.36803 Eh
**SMILES**: c1ccc(-c2nc(CSc3nnc(-c4cccs4)o3)cs2)cc1
**Gap between HOMO and LUMO**: 0.30840 hartree
**HOMO**: -0.30097 hartree

---

[3]
Entry from the OMol25 dataset: a molecular structure, C16H12AuBrN5O5S (ωB97M-V/def2-TZVPD).

Structure (ORCA input):
```
! RIJCOSX wB97M-V def2-TZVPD def2/J DEFGRID3
* xyz -1 1
Au -0.969 1.071 -0.398
O 1.648 1.122 -2.554
C 1.932 1.007 -1.381
N 1.050 0.915 -0.340
S 1.754 0.785 1.127
O 1.471 1.950 1.936
O 1.509 -0.493 1.734
C 3.405 0.856 0.504
C 4.600 0.800 1.194
C 5.768 0.859 0.444
C 5.722 0.968 -0.944
C 4.508 1.020 -1.616
C 3.346 0.962 -0.869
H 4.622 0.711 2.272
H 6.727 0.819 0.944
H 6.648 1.010 -1.503
H 4.448 1.102 -2.694
Br -2.384 -3.873 -4.696
C -2.833 -2.499 -3.454
C -2.346 -1.222 -3.658
C -2.669 -0.232 -2.740
C -3.478 -0.515 -1.645
C -3.968 -1.803 -1.474
C -3.638 -2.807 -2.370
C -3.882 0.558 -0.657
O -5.041 0.615 -0.292
O -2.965 1.404 -0.275
H -1.716 -1.002 -4.509
H -2.285 0.771 -2.883
H -4.585 -2.012 -0.611
H -3.996 -3.817 -2.226
N -0.115 0.325 4.547
C -1.091 0.091 3.640
N -1.428 1.129 2.839
N -1.642 -1.097 3.631
C -2.432 -1.374 2.600
N -3.101 -1.655 1.698
H 0.114 1.268 4.799
H 0.075 -0.413 5.199
H -0.677 1.754 2.576
H -2.103 0.943 2.107
*
```

Output
**LUMO**: 2.4278 eV
**Largest force on an atom**: 0.132 eV/A
**E**: -4374.96451 Eh
**Gap between HOMO and LUMO**: 0.30640 hartree
**HOMO**: -0.21718 hartree

---

[4]
Entry from the OMol25 dataset: a molecular structure, C16H12B2BiF15N5O9S2 in a non-equilibrium geometry (ωB97M-V/def2-TZVPD).

Structure (ORCA input):
```
! RIJCOSX wB97M-V def2-TZVPD def2/J DEFGRID3
* xyz 1 1
Bi -0.729 0.144 -0.420
C 3.920 0.445 2.032
C 3.081 0.000 0.885
N 2.109 -0.999 1.124
O 0.275 0.097 1.761
B -0.682 0.182 3.022
F -0.796 -1.048 3.580
F -0.120 1.192 3.745
O -1.907 0.696 2.322
N -2.203 -0.265 1.345
C -3.407 -0.707 1.238
C -4.535 -0.459 2.244
C -3.781 -1.324 -0.082
N -2.976 -1.000 -0.984
O -3.327 -1.422 -2.206
B -2.580 -1.266 -3.352
F -3.154 -1.601 -4.469
F -1.342 -0.794 -3.399
O 1.717 0.653 -2.245
N 1.808 0.266 -1.073
C 3.024 0.530 -0.412
C 4.113 1.164 -1.084
C -4.957 -2.201 -0.385
H 4.668 -0.284 2.204
H 3.330 0.411 2.947
H 4.332 1.517 1.816
H -5.043 -1.263 2.824
H -5.347 0.047 1.681
H -4.154 0.243 2.937
H 4.830 1.670 -0.425
H 3.755 1.956 -1.725
H 4.723 0.490 -1.625
H -5.827 -1.955 0.290
H -4.745 -3.280 -0.164
H -5.347 -2.143 -1.419
F -1.554 7.379 0.110
C -1.598 6.050 -0.040
C -2.826 5.412 0.094
F -3.943 6.021 0.291
C -2.938 4.002 -0.098
F -4.122 3.463 -0.059
C -1.836 3.242 -0.374
O -1.851 1.874 -0.448
C -0.583 3.922 -0.463
F 0.472 3.179 -0.722
C -0.466 5.290 -0.365
F 0.726 5.868 -0.350
F 0.943 -3.694 2.298
C 1.825 -3.743 1.320
F 3.055 -3.787 1.734
F 1.615 -4.721 0.455
S 1.693 -2.275 0.193
O 0.282 -2.223 -0.112
O 1.352 -0.864 2.205
N 2.709 -2.284 -0.924
S 4.135 -2.963 -1.346
O 5.078 -1.889 -1.252
O 4.419 -4.248 -0.842
C 3.749 -3.136 -3.139
F 4.716 -3.741 -3.811
F 3.529 -1.918 -3.628
F 2.693 -3.909 -3.255
*
```

Output
**LUMO**: -4.9968 eV
**Largest force on an atom**: 3.151 eV/A
**E**: -4126.15910 Eh
**Gap between HOMO and LUMO**: 0.23843 hartree
**HOMO**: -0.42206 hartree

---

[5]
Entry from the OMol25 dataset: a molecular structure, C16H12BrN3NbO7 in a non-equilibrium geometry (ωB97M-V/def2-TZVPD).

Structure (ORCA input):
```
! RIJCOSX wB97M-V def2-TZVPD def2/J DEFGRID3
* xyz 1 1
C 2.673 1.641 -0.507
C 2.388 0.392 0.182
C 1.683 -0.441 -0.745
H 2.730 0.140 1.186
C 1.465 0.256 -1.960
C 2.160 1.506 -1.849
H 2.334 2.198 -2.688
H 3.334 2.437 -0.121
H 1.442 -1.496 -0.589
H 0.811 -0.037 -2.788
Nb 0.301 1.842 0.144
Br 0.660 1.941 2.716
C -1.274 3.323 -0.310
C -0.418 3.279 -1.464
C 0.849 3.794 -1.078
H -0.707 2.989 -2.481
C 0.834 4.058 0.328
C -0.501 3.800 0.805
H -0.874 3.978 1.821
H -2.344 3.209 -0.313
H 1.610 4.162 -1.758
H 1.650 4.461 0.900
O -2.425 -5.942 1.154
N -2.587 -5.098 0.255
O -3.369 -5.284 -0.690
C -1.835 -3.858 0.370
C -0.951 -3.762 1.448
C -0.259 -2.593 1.618
C -0.611 -1.406 0.893
O -0.135 -0.288 1.230
C -1.482 -1.533 -0.262
C -2.030 -2.787 -0.532
N -1.685 -0.415 -1.104
O -2.380 -0.504 -2.114
O -1.146 0.771 -0.815
N 0.845 -2.427 2.570
O 0.837 -3.106 3.610
O 1.775 -1.658 2.280
H -0.788 -4.606 2.113
H -2.581 -2.934 -1.454
*
```

Output
**LUMO (alpha / beta)**: -5.8654 / -5.8673 eV
**Largest force on an atom**: 8.276 eV/A
**E**: -3938.27912 Eh
**Gap between HOMO and LUMO (alpha / beta)**: 0.23509 / 0.23502 hartree
**HOMO (alpha / beta)**: -0.45064 / -0.45064 hartree

---

[6]
Entry from the OMol25 dataset: a single C16H12FNO4 molecule in a non-equilibrium geometry (ωB97M-V/def2-TZVPD).

Structure (ORCA input):
```
! RIJCOSX wB97M-V def2-TZVPD def2/J DEFGRID3
* xyz 0 1
C 2.821 -1.499 2.939
C 1.960 -0.082 3.163
C 1.063 0.092 1.775
C -0.518 -0.443 1.814
C -1.376 -0.240 0.433
C -0.758 0.461 -0.955
C 0.825 0.999 -0.990
C 1.339 1.712 -2.372
C 2.928 1.510 -2.717
O 3.590 0.354 -2.799
F 3.718 2.775 -2.952
C 1.687 0.791 0.389
O 3.077 1.262 0.488
C 3.079 2.627 1.035
N 3.119 3.765 1.652
C -1.812 0.601 -2.204
O -1.843 1.573 -3.119
C -2.996 -0.576 -2.296
C -3.559 -1.210 -1.037
C -4.741 -2.358 -1.039
C -2.972 -0.734 0.447
O -3.733 -0.705 1.572
H 3.762 -1.555 3.642
H 3.183 -1.497 1.816
H 2.113 -2.428 3.130
H 1.199 -0.200 4.059
H 2.701 0.815 3.296
H -1.034 -0.911 2.754
H 0.738 1.218 -3.278
H 1.044 2.853 -2.361
H -3.432 -0.968 -3.309
H -5.694 -2.052 -1.655
H -4.360 -3.429 -1.402
H -5.121 -2.522 0.080
*
```

Output
**LUMO**: -2.2424 eV
**Largest force on an atom**: 11.351 eV/A
**E**: -1071.83840 Eh
**SMILES**: CCc1cc2c(c(CC(=O)F)c1OC#N)C(=O)C=C(C)C2=O
**Gap between HOMO and LUMO**: 0.26630 hartree
**HOMO**: -0.34871 hartree

---

Q: Which of these has the lowest E?
A: C16H12AuBrN5O5S

---

Q: Among the records above, which one has the lowest largest force on an atom?
A: C16H12AuBrN5O5S